Entry 1:
# C20H29FO7

A 2-piece molecular cluster, C20H29FO7 overall (ωB97M-V/def2-TZVPD, the Open Molecules 2025 dataset).

## Properties
**Molecular weight**: 400.4 g mol⁻¹
**ΔE to the lowest compared entry with this formula, charge and spin**: 0.0 kJ/mol
**Energy**: -38258.5133 eV
**Kohn-Sham gap**: 0.3116 hartree
**SMILES**: COCCCCCCCCCCC1=C(O)C(=O)C=CC1=O.O=C1OC[C@@H](F)O1
**LUMO energy**: -1.0634 eV
**HOMO**: -9.544 eV
**Largest force on an atom**: 0.0074 hartree/bohr

```
! RIJCOSX wB97M-V def2-TZVPD def2/J DEFGRID3
* xyz 0 1
F -4.42520 1.72245 -0.86113
O -6.45318 -1.12433 1.87328
O 0.47857 0.62394 -4.67960
O -5.09219 0.04953 0.50479
O -7.30071 0.20410 0.26299
O -1.07419 1.81976 1.55000
O 1.96535 0.62381 -2.30153
O 3.44656 -3.31298 -4.40525
C 1.56081 0.08953 -4.64579
C 3.05583 -1.43886 -5.77001
C 3.19957 -2.12854 -4.46171
C -2.04989 0.91036 2.03042
C 1.80547 0.63506 3.21100
C 3.39798 -1.53840 0.58702
C 3.66890 -1.78355 -1.96496
C 2.26185 -0.20517 -3.34812
C 2.73012 -1.92012 -0.74557
C -5.30077 0.69552 -0.73669
C 3.02328 -0.13015 1.06572
C -6.73307 1.17440 -0.61921
C -0.62834 0.56903 4.12895
C 2.27233 -0.36902 -5.86566
C -1.39944 -0.09090 2.96778
C 0.83943 0.16979 4.29884
C 3.02085 -1.30271 -3.23123
C -6.30344 -0.36859 0.97825
C 1.69539 -0.06649 1.85077
C -1.54817 2.59810 0.48002
H -5.12341 -0.01552 -1.54501
H 3.12311 -2.26745 1.35213
H 4.08052 -2.77019 -2.18012
H 2.82464 0.47459 3.57936
H 1.82976 -1.32535 -0.89316
H -2.85041 1.45481 2.55193
H 3.83874 0.25211 1.68536
H 4.48432 -1.59701 0.47852
H -6.76836 2.15958 -0.15196
H -0.70867 3.16074 0.07223
H -0.77580 -0.77676 2.39761
H 1.32893 -1.08744 1.99159
H -2.21616 -0.69092 3.37974
H -7.27211 1.18934 -1.56167
H -0.69417 1.65622 4.03791
H -2.50729 0.39231 1.17966
H -2.31171 3.31467 0.80957
H 0.92370 -0.91291 4.44410
H 2.10773 0.16269 -6.79329
H -1.14251 0.31571 5.06033
H 2.95727 0.52056 0.19069
H 3.57137 -1.85810 -6.62487
H -1.97007 1.97622 -0.31469
H 1.17386 0.62241 5.23864
H 2.39494 1.47686 -2.43921
H 4.52313 -1.14326 -1.72407
H 0.95996 0.45782 1.24068
H 2.40863 -2.96235 -0.69255
H 1.69638 1.71504 3.07715
*
```

***

Entry 2:
# C17H9BrCl5N6Tl

C17H9BrCl5N6Tl as an isolated structure (ωB97M-V/def2-TZVPD, the Open Molecules 2025 dataset).

## Properties
**Molecular weight**: 758.9 g mol⁻¹
**Energy**: -164063.2488 eV
**Kohn-Sham gap**: 0.2829 hartree
**LUMO energy**: -0.0915 eV
**HOMO**: -7.788 eV
**Largest force on an atom**: 0.0064 hartree/bohr

```
! RIJCOSX wB97M-V def2-TZVPD def2/J DEFGRID3
* xyz 0 1
Tl -0.28991 -0.12244 -0.99555
Br 0.13870 -7.36767 0.19831
Cl -3.31570 4.64276 0.21246
Cl -6.19983 3.44253 0.26801
Cl -4.12563 -1.53717 -0.01708
Cl -0.84505 2.74846 0.07626
Cl -6.59334 0.35034 0.16730
N 0.27658 -2.71978 0.09238
N 0.73953 -0.06663 4.52739
N 0.31927 -0.01234 1.76861
N 4.65550 0.16712 0.69369
N 2.59535 0.35351 0.04871
N 3.94351 -0.00579 1.81779
C -2.46867 2.05571 0.08383
C 3.84239 0.38070 -0.35292
C 1.39309 -3.44378 0.04942
C 2.70408 0.12723 1.38713
C -4.83264 2.39990 0.17107
C -0.47954 -0.11661 4.00205
C -0.68806 -0.09020 2.63118
C 0.19178 -5.48148 0.15623
C 1.40869 -4.82862 0.07816
C -0.98250 -4.75447 0.20565
C -3.87329 0.20324 0.04550
C 1.54544 0.03585 2.29005
C -3.54584 2.93339 0.15033
C -0.88518 -3.37158 0.17011
C -5.00251 1.01657 0.12241
C 1.74724 0.01173 3.66732
C -2.57462 0.67458 0.02454
H 2.33831 -5.37879 0.04274
H -1.68041 -0.13284 2.19782
H 2.32500 -2.88993 -0.00801
H 5.65910 0.13500 0.72887
H 2.75059 0.05132 4.07224
H 4.18494 0.54588 -1.36266
H -1.94646 -5.23914 0.26887
H -1.78121 -2.76005 0.21026
H -1.31219 -0.17582 4.69286
*
```

***

Entry 3:
# C52H45HgN8O4PS2

C52H45HgN8O4PS2 as an isolated structure (ωB97M-V/def2-TZVPD, the Open Molecules 2025 dataset).

## Properties
**Molecular weight**: 1141.7 g mol⁻¹
**Energy**: -109899.8220 eV
**Kohn-Sham gap (alpha / beta)**: 0.2120 / 0.2540 hartree
**LUMO energy (alpha / beta)**: 1.5654 / 1.5111 eV
**Expectation value of S²**: 0.761
**HOMO (alpha / beta)**: -4.204 / -5.401 eV
**Largest force on an atom**: 0.0111 hartree/bohr

```
! RIJCOSX wB97M-V def2-TZVPD def2/J DEFGRID3
* xyz -1 2
Hg 0.83603 -0.72290 -0.39775
S 1.67006 1.10973 9.48652
S 0.15233 -2.09502 -5.92123
P -1.37330 1.52571 -1.24363
O 0.00565 3.10960 2.78948
O 2.50344 -0.08105 9.55834
O 2.17579 2.15673 8.62189
O 1.13727 1.56344 10.75268
N -0.78506 -0.04962 9.29897
N -0.08749 -0.73737 -3.71224
N 0.32042 0.41741 7.25804
N -0.18071 -0.17352 2.33633
N -1.66087 -2.45396 -3.94527
N 2.26314 -2.72202 -2.12600
N 1.74264 -3.31185 -3.07423
N 0.56711 3.07315 0.60497
C 3.40088 -4.98597 0.59389
C -2.62776 3.46336 2.21060
C 1.44439 3.21162 2.80426
C -0.76431 4.90215 -3.42388
C -0.51738 -0.18739 5.10915
C -1.47883 2.28503 -3.98794
C 2.99957 2.50169 0.88485
C -0.34047 2.98546 1.48481
C -1.39335 -0.17718 2.88549
C 0.94545 -4.50720 -2.91447
C -3.97326 3.67036 1.96469
C 2.43053 -3.31270 -0.81434
C -0.73603 -6.71687 -2.93420
C 2.31386 -0.34162 -6.43991
C 2.29277 -3.06787 1.54324
C 1.72433 0.90490 -3.98694
C -4.63974 -1.71270 -1.82988
C -2.69219 0.29401 -1.59999
C -0.97396 4.00340 -2.39135
C 3.11881 -4.51446 -0.67718
C 3.05808 0.73988 -5.99752
C -1.34986 2.68291 -2.65793
C 3.10421 2.44851 -0.63123
C 1.05037 -5.45073 -3.92561
C -0.91370 4.49911 -4.74504
C 1.27437 -0.79161 -5.63878
C -2.69006 -0.81380 -0.74760
C -0.58546 -1.72795 -4.36766
C -3.68645 2.77168 -0.23755
C -3.65314 -1.80781 -0.85680
C -1.75636 -0.63650 8.61361
C 0.23139 0.44073 8.58747
C -0.03414 -4.63985 -1.93324
C -3.69661 0.37994 -2.56080
C 2.02534 -2.55642 0.27876
C -4.49912 3.35239 0.72168
C 1.82142 3.36461 1.32165
C -1.26783 3.18801 -5.02141
C -1.75019 -0.74182 7.23361
C -2.33667 2.51882 -0.00212
C -1.79728 2.92269 1.22655
C -1.61184 -0.18491 4.25329
C -0.87217 -5.74214 -1.95136
C 4.28495 3.02634 1.51796
C -0.66425 -0.16780 6.58891
C 0.75201 -0.18868 4.54372
C 2.76077 1.35860 -4.78140
C 0.22676 -6.56779 -3.92200
C 0.97739 -0.18753 -4.41168
C 2.98012 -4.26575 1.70584
C 0.86282 -0.18784 3.16537
C -4.65788 -0.61471 -2.67774
H -3.74051 1.23283 -3.22558
H -0.14130 -3.88193 -1.16822
H 1.96865 -2.53408 2.42994
H 2.53824 -0.82058 -7.38415
H -2.53661 -1.25521 6.69806
H -1.38513 -7.58289 -2.93361
H -2.23412 -0.14130 2.19924
H 2.82067 1.48567 1.25739
H 1.78269 -5.29506 -4.70793
H 3.09309 3.45665 -1.05692
H 4.02628 1.95321 -0.94171
H -5.42697 -0.52790 -3.43498
H 3.87506 1.10871 -6.60386
H 3.19302 -4.63351 2.70217
H 0.32683 -7.31159 -4.70205
H 1.84143 2.29578 3.24660
H 1.62277 -0.16559 5.18535
H 1.47254 1.38541 -3.05263
H -2.19558 3.73827 3.16203
H 3.34647 2.20875 -4.45559
H -0.47713 5.92110 -3.19581
H 4.51928 4.02183 1.13041
H -1.90049 -2.33239 -2.97120
H -3.63204 -2.65353 -0.18036
H 3.45468 -5.05841 -1.55232
H -1.92481 -0.89316 0.01836
H -4.60307 4.09633 2.73493
H -5.39108 -2.48652 -1.92295
H 5.12655 2.37138 1.28962
H 4.20770 3.09810 2.60508
H -2.62193 -0.15543 4.64019
H -1.36460 2.85459 -6.04727
H 1.84100 -0.19760 2.69356
H -1.74328 -3.39564 -4.29071
H -0.74074 5.19948 -5.55218
H -0.82817 4.31778 -1.36456
H -1.70796 1.25607 -4.22644
H 2.26059 1.90344 -1.04996
H -5.54268 3.54028 0.50290
H -4.11791 2.48427 -1.18813
H 2.07483 4.41053 1.10130
H -2.57695 -1.04675 9.19516
H -1.63449 -5.84301 -1.18916
H 3.94833 -5.91185 0.71591
H 1.72004 4.05639 3.43141
*
```

***

Entry 4:
# C5H11NO

A 2-piece molecular cluster, C5H11NO overall at a distorted geometry (ωB97M-V/def2-TZVPD, the Open Molecules 2025 dataset).

## Properties
**Molecular weight**: 101.1 g mol⁻¹
**ΔE to the lowest compared entry with this formula, charge and spin**: 209.1 kJ/mol
**Energy**: -8899.5305 eV
**Kohn-Sham gap**: 0.3342 hartree
**SMILES**: C=C/C=C(/C)N.O
**LUMO energy**: 0.7628 eV
**HOMO**: -8.332 eV
**Largest force on an atom**: 0.0310 hartree/bohr

```
! RIJCOSX wB97M-V def2-TZVPD def2/J DEFGRID3
* xyz 0 1
O 3.79258 -0.43618 0.01760
N -2.43940 0.25426 -0.70171
C 0.67196 -2.19375 0.94166
C -1.07409 2.22726 -0.19444
C -1.19049 0.71358 -0.21849
C -0.16801 -1.50255 0.17908
C -0.11529 -0.03796 0.07405
H -1.89026 2.64738 -0.77383
H 3.34796 -0.45097 -0.83584
H 0.66577 0.45260 0.63821
H -1.09653 -1.95976 -0.15703
H -2.85991 -0.51786 -0.20263
H -0.12801 2.61869 -0.53582
H 3.99844 0.50846 0.15838
H 1.53304 -1.65498 1.32597
H -1.20509 2.59854 0.83120
H -2.40238 -0.01665 -1.67716
H 0.55969 -3.25012 1.13079
*
```

***

Entry 5:
# C16H29N8O10

A 6-piece molecular cluster, C16H29N8O10 overall at a distorted geometry (ωB97M-V/def2-TZVPD, the Open Molecules 2025 dataset).

## Properties
**Molecular weight**: 493.5 g mol⁻¹
**Energy**: -49436.1392 eV
**Kohn-Sham gap**: 0.2695 hartree
**LUMO energy**: -3.5230 eV
**HOMO**: -10.856 eV
**Largest force on an atom**: 0.0749 hartree/bohr

```
! RIJCOSX wB97M-V def2-TZVPD def2/J DEFGRID3
* xyz 1 1
O -3.07893 -0.76619 -4.48204
O -3.07313 2.15488 6.20709
O 5.90943 3.79645 5.28714
O 1.02861 2.14213 -4.58383
O -0.96726 2.64611 6.25095
O -3.85485 -4.72397 -8.14968
O -2.90850 -2.95839 -8.96830
O -1.96755 -2.62172 -4.56472
O 1.70195 0.52262 -5.85141
O 7.66901 2.62717 4.81657
N 6.47525 2.76117 4.99125
N -2.91062 -1.91129 -4.85993
N 2.91047 -1.78485 4.01499
N -2.94519 -4.14720 -8.71795
N 3.13587 -0.54468 4.43448
N 0.98305 -0.97952 4.28402
N 1.89347 1.46603 -5.11288
N -2.14974 2.94328 6.22813
C -2.48119 4.39356 6.22538
C 0.06807 1.71392 -0.70311
C -1.81066 -0.38755 -0.34230
C 1.58420 -2.13351 3.88889
C 1.91959 0.00242 4.61158
C 3.31011 1.82343 -4.83320
C -1.26583 0.26905 0.85835
C -1.81099 -0.24008 2.22519
C -0.30937 1.33603 0.65093
C -1.77536 -4.96080 -9.14432
C -1.44976 -0.02196 -1.69618
C -0.49639 1.07330 -1.86321
C -3.94873 -2.48378 -5.75790
C 5.63373 1.54571 4.82705
C -0.49790 -0.86273 4.35919
C -1.08053 0.32980 3.50270
H 1.15650 -3.10508 3.57745
H -2.06596 4.82620 7.13284
H -1.93325 -0.57289 -2.53159
H -1.86955 0.81676 4.13787
H -0.93965 -1.84996 4.08497
H -0.89740 -4.55961 -8.64291
H 5.76560 1.19074 3.80753
H -2.02971 4.83116 5.33775
H -1.68877 -4.86889 -10.22454
H -0.23582 1.37621 -2.89818
H 0.79779 2.54338 -0.82486
H -4.89372 -2.46605 -5.21955
H -3.66936 -3.50108 -6.01158
H -1.94592 -5.99411 -8.85702
H -0.76327 -0.67019 5.43529
H 4.59769 1.81165 5.01152
H -3.56121 4.50409 6.20386
H 3.32869 2.67866 -4.16404
H 3.78037 0.95920 -4.36974
H 5.97733 0.80841 5.54909
H -2.54586 -1.22279 -0.21358
H -3.99096 -1.86197 -6.64939
H 0.13986 1.86798 1.51423
H -1.82372 -1.36406 2.19439
H -2.88814 0.08596 2.27809
H -0.29967 1.09826 3.30061
H 3.78061 2.06581 -5.78330
H 3.65697 -2.44992 3.81461
H 1.62019 1.00330 4.97723
*
```

***

Entry 6:
# C42H32MgN7O6PSSe

C42H32MgN7O6PSSe as an isolated structure (ωB97M-V/def2-TZVPD, the Open Molecules 2025 dataset).

## Properties
**Molecular weight**: 897.1 g mol⁻¹
**ΔE to the lowest compared entry with this formula, charge and spin**: 29.4 kJ/mol
**Energy**: -157712.2279 eV
**Kohn-Sham gap**: 0.2351 hartree
**LUMO energy**: 3.5878 eV
**HOMO**: -2.809 eV
**Largest force on an atom**: 0.0148 hartree/bohr

```
! RIJCOSX wB97M-V def2-TZVPD def2/J DEFGRID3
* xyz -2 1
Se -2.69465 2.41171 -1.38451
S 7.88023 -0.48910 -2.28031
P -0.63914 -1.40006 -0.15483
Mg -0.46562 1.02213 1.16440
O -2.39164 0.50151 1.43107
O -4.85268 3.83098 2.08822
O 8.73239 0.63158 -2.63830
O 7.54603 -0.57937 -0.87601
O 8.23112 -1.74836 -2.90488
O 0.87534 0.64277 2.47930
N 6.28167 -0.15452 -4.42792
N 5.31751 0.41662 -2.33487
N -2.57290 2.61557 2.34990
N -0.26225 -2.06699 2.89886
N -1.18852 2.45796 2.43356
N -2.09999 4.83359 -3.05044
N 0.97785 1.77097 -0.28601
C -2.75156 -4.77915 0.89954
C -2.32075 3.89832 -2.39683
C 0.83775 2.73750 3.68262
C -3.46387 -0.80955 -3.75872
C -6.74415 2.50695 1.67514
C -1.83358 -3.86653 2.92403
C 2.26785 1.88840 0.08498
C -0.55371 3.07483 3.34387
C 1.52692 3.60244 4.53855
C 1.75165 1.18285 -2.47664
C 3.07211 1.20974 -2.05840
C 3.33989 -1.89921 -0.82551
C 3.32849 1.60756 -0.75119
C 0.74334 1.45567 -1.57241
C 0.92157 -2.08569 -0.82318
C -2.61956 -4.80285 2.28595
C 2.74521 1.24696 3.77182
C -3.98170 -1.02267 -2.48972
C 4.06256 0.70873 -4.32350
C 1.44824 1.50752 3.27991
C -1.23862 -1.04464 -2.87740
C -3.08182 1.52434 1.80540
C 6.31594 -0.03120 -3.09451
C -2.09028 -0.81584 -3.94963
C 3.40579 2.13559 4.59461
C -3.13177 -1.24700 -1.41868
C -1.15508 -2.86616 2.20869
C 1.01245 -3.10438 -1.77115
C -1.34715 -2.78657 0.82036
C -7.32738 1.27756 1.43144
C -5.35974 2.61857 1.82475
C -2.11886 -3.76875 0.19681
C 2.25197 -3.51221 -2.24142
C -1.75106 -1.27101 -1.60149
C -5.17216 0.24279 1.46601
C -4.55960 1.47277 1.69331
C 2.80192 3.33071 4.99291
C 4.19269 0.77588 -2.94833
C 3.41612 -2.90488 -1.77590
C 2.09565 -1.49696 -0.35037
C 5.15849 0.22657 -5.01759
C -6.54623 0.12637 1.33662
H 4.34892 1.64926 -0.39365
H -1.07902 3.80971 3.95665
H 1.02931 4.51841 4.84413
H -4.12731 -0.61212 -4.59147
H 4.24047 -1.40818 -0.47564
H 5.12611 0.13679 -6.09974
H -2.25394 -3.71954 -0.87751
H 4.38079 -3.20706 -2.16398
H 0.11122 -3.56480 -2.16077
H -1.67540 -0.62025 -4.93077
H -3.54264 -1.37154 -0.42527
H -3.13031 -5.55829 2.87180
H 2.44912 2.17062 1.11319
H 0.11742 -1.21469 2.49429
H -8.40406 1.21370 1.31936
H -0.16756 -1.04180 -3.03860
H -0.30305 1.43330 -1.86860
H 1.48046 0.88819 -3.48120
H -7.00095 -0.84010 1.15926
H -3.34956 -5.51694 0.38116
H -3.87488 3.71419 2.21084
H -7.33720 3.40972 1.75489
H -0.42725 -1.97829 3.88688
H 2.03473 -0.69722 0.38148
H 2.31201 -4.29684 -2.98611
H -1.70864 -3.90323 4.00082
H 4.40971 1.90068 4.93012
H 3.31944 4.02578 5.64087
H -5.04988 -0.97774 -2.31959
H 3.16863 1.02590 -4.84095
H 3.21313 0.32115 3.45818
H -4.53252 -0.62914 1.40790
*
```